i | C49H47CaN4O7PS | ωB97M-V/def2-TZVPD

Structure (XYZ):
```
110
Properties=species:S:1:pos:R:3:lowdin_charge:R:1
H -1.93422 3.30942 -4.28766 0.101
C -2.81772 2.79502 0.43754 -0.006
C -0.01682 5.50772 2.81344 -0.104
O 3.45868 -0.88868 -1.87596 -0.298
C -4.33112 1.48332 -0.89006 0.090
H 5.40328 4.73612 0.01074 0.093
H -2.36182 -2.84668 -3.82296 0.071
O -1.00742 0.74282 0.31024 -0.278
H 0.09528 -2.47988 -2.27576 0.085
C 0.77048 -5.75488 -1.76436 -0.016
H -3.57682 4.63802 1.22624 0.103
C -1.46472 -3.17928 -4.34546 -0.064
C 4.86778 3.84252 -0.28136 -0.095
C -0.05862 -7.80068 -2.92386 -0.081
C 0.69408 4.34342 3.06394 -0.088
H 0.88218 -8.19418 -3.31526 0.065
C -0.62722 3.00162 -2.62586 -0.071
C -3.79622 3.75542 0.63904 -0.056
C -1.05032 1.39522 3.39294 -0.033
C -1.72832 2.54762 5.38744 -0.115
H 5.37808 0.75412 -1.57706 0.109
C -0.70642 -5.47608 -3.63936 -0.084
H -2.38812 3.23682 5.89784 0.090
C -5.32382 2.44802 -0.67646 -0.161
H -1.83442 2.91842 0.86324 0.092
C -3.07932 1.65542 -0.32266 -0.091
H -0.58952 2.10832 7.14854 0.089
H -3.14732 -3.49218 3.05454 0.078
H 1.31078 -0.91148 4.14254 0.120
H 3.91158 -4.43288 -1.33896 0.076
H 1.54798 2.57942 2.19224 0.104
C -0.00882 4.18302 -4.62046 -0.107
H 6.62758 2.84612 -0.99346 0.094
C -3.10032 -3.80668 0.86034 -0.120
H 3.27278 -3.52958 2.23524 0.069
C 3.82478 -3.82238 -0.43936 -0.052
C 0.62078 3.79242 0.71234 -0.365
O -7.45712 3.19952 -0.98526 0.022
C 2.42668 -3.31308 1.58054 -0.067
H 2.42138 -2.26128 1.31794 0.035
H -2.65782 2.79992 3.47634 0.093
C -2.22192 -3.25688 -0.08026 -0.175
C 5.55948 2.77842 -0.83876 -0.089
C -1.59522 -2.47928 1.83134 -0.355
H 2.97778 -6.27028 -0.04976 0.058
H -1.34932 2.42342 -2.07066 0.087
H -2.22932 -3.41178 -1.14376 0.091
H -1.76632 -3.68388 -5.26386 0.060
H 3.80998 -2.77788 -0.74166 0.042
H -0.85842 -8.09428 -3.60276 0.056
H 2.55858 4.11262 -2.43426 0.095
S 2.57058 0.03102 -1.20236 0.406
C -0.95022 3.48842 -3.87946 -0.078
H 1.65548 0.28932 2.87714 0.105
C -1.88422 2.29212 4.03394 -0.079
C 0.11788 1.01732 5.44904 -0.058
C 0.82918 -4.34878 -1.52056 -0.315
C 1.00328 3.49842 2.02074 -0.112
N -1.31942 -2.46958 0.49234 -0.077
C -0.83762 -1.72638 2.74604 -0.138
H -4.54352 0.61072 -1.48886 0.132
C 0.07058 -3.55418 -2.43046 -0.041
H 4.68918 -4.00648 0.20004 0.064
H 0.90448 0.52542 6.00744 0.103
P 0.96798 2.40582 -0.45136 1.167
N 0.16588 -1.01638 2.38424 -0.058
C 0.00548 -6.29898 -2.77546 -0.324
H -1.31002 -5.90758 -4.43006 0.082
H -3.91812 -4.47658 0.65854 0.068
C 3.49418 3.78052 -0.11406 -0.090
H 1.99978 4.92212 -4.66696 0.094
H -0.24612 4.54202 -5.61346 0.092
O 1.37298 0.37692 -1.96276 -0.399
H -0.95922 6.72242 1.32714 0.094
C 1.25088 4.39562 -4.08886 -0.096
O 2.29238 -0.30188 0.18834 -0.464
H 0.98758 4.09192 4.07354 0.103
H -0.88312 -2.29318 -4.59286 0.073
H -0.26482 6.17402 3.62824 0.092
H 1.55188 -5.98828 0.98114 0.076
N 1.44348 -3.69138 -0.55416 0.034
C -5.05032 3.58482 0.09434 -0.004
C -0.10672 4.95302 0.47514 -0.097
H 1.28268 -6.44878 -1.12036 0.066
C -0.40932 5.80982 1.52074 -0.106
C -1.96132 0.62932 -0.49946 -0.677
O -2.03602 -0.20488 -1.40076 0.009
H -0.24062 -8.27128 -1.95736 0.066
C -2.70452 -3.30628 2.08914 -0.088
C 2.55008 -5.63858 0.72834 -0.076
C -0.66842 -4.09078 -3.45496 -0.321
O -6.87312 1.32492 -1.93556 0.061
H 2.96648 4.62312 0.31234 0.105
C 2.79218 2.64042 -0.50096 -0.337
C 4.87348 1.62362 -1.18376 -0.051
N -6.61372 2.31022 -1.22696 -0.336
H -0.43602 5.19012 -0.52746 0.103
H 3.18478 -5.73638 1.61174 0.060
H -1.16532 1.17862 2.34054 0.088
C 0.63428 3.21602 -2.07716 -0.315
C 1.56858 3.92652 -2.82566 -0.070
C 0.85048 -0.24628 3.39064 -0.186
Ca 0.22598 -0.98548 -0.13596 1.345
C 2.50508 -4.14988 0.29354 -0.632
C -0.72102 1.91222 6.09184 -0.115
C 3.50628 1.56662 -1.01056 -0.246
H -5.84512 4.30022 0.24414 0.109
C -0.04062 0.74682 4.09694 -0.216
H -1.15542 -1.77578 3.80654 0.139
H 1.49528 -3.53668 2.09714 0.073
```

Values from the calculation:
LUMO: 2.964 eV
Frontier orbital gap: 0.1279 hartree
Molecular weight: 907.055 g mol⁻¹
Total charge: -2
HOMO energy: -0.52 eV

ii | C49H47CaN4O7PS | ωB97M-V/def2-TZVPD

Structure (XYZ):
```
110
Properties=species:S:1:pos:R:3:lowdin_charge:R:1
H -2.33089 4.59674 -2.19123 0.073
C 1.54653 -3.58919 -3.55328 -0.090
Ca -0.94306 0.52433 -0.67081 1.303
C -3.57172 2.35174 -0.46902 -0.311
H -6.66249 5.15702 -0.15173 0.068
H 1.77437 3.08962 4.85640 0.103
H -2.76224 4.40886 -3.89436 0.070
O -3.58060 -1.86098 -3.08047 -0.313
H 3.38848 -3.48035 -1.62762 0.094
C 2.73219 2.05358 -0.98613 -0.142
H 6.32392 -0.86616 3.63044 0.089
H 2.85803 4.91183 -0.79817 0.077
H 4.58456 0.60521 -1.71011 0.109
H -4.67080 1.58256 3.94880 0.064
H 1.66257 1.86871 7.02792 0.107
C -1.91629 -3.33917 -1.78355 -0.244
C -2.76213 2.55211 -2.77362 -0.622
N 0.38232 2.70914 -0.57121 -0.031
H -4.80098 1.82764 -3.10302 0.068
C -5.62919 3.35854 0.45496 -0.310
H 2.92666 -2.43877 -6.42419 0.091
C -5.33263 2.91229 1.73585 -0.072
H 6.42513 -0.65361 -0.64582 0.105
S -2.47672 -1.67979 -2.17127 0.425
H -2.45260 1.30768 1.08328 0.069
H -5.09003 3.45063 -1.58362 0.072
H 5.00967 -4.40822 -0.02361 0.095
H 1.22988 -4.51704 -3.09172 0.100
H -7.51107 3.66843 -0.55692 0.069
O -2.80270 -1.09966 -0.86867 -0.388
C 3.71136 -4.17889 1.66808 -0.102
C 1.26411 1.44136 6.12014 -0.022
H -1.01652 -6.95078 -0.78126 0.095
H -3.84376 -4.09037 -2.27415 0.107
O -0.05902 0.27553 1.49430 -0.190
C 1.32014 2.10867 4.90891 -0.060
C -1.27768 -5.93958 -1.07041 -0.090
C 4.03615 -4.08307 0.32460 -0.096
C 3.12314 -3.55224 -0.57965 -0.100
H 1.62545 -0.26083 -2.97072 0.084
H -3.91482 2.18995 -4.59281 0.073
H 0.84210 2.02084 2.80071 0.121
C 2.32370 -1.21985 -4.76276 -0.078
C -3.82385 1.78190 -3.57936 -0.039
C 0.14371 -0.41448 5.02442 0.061
C 2.49754 -2.42400 -5.42912 -0.105
C -1.40940 2.30105 -3.45608 -0.071
H 2.21163 -3.79210 3.16014 0.103
C 4.48382 -0.33045 2.65976 -0.080
H 3.73378 2.49229 -1.13101 0.119
C 0.67233 0.18656 6.15354 -0.151
H -0.62431 2.87651 -2.96136 0.068
H 2.78908 0.18956 1.43530 0.103
C 0.67753 4.95245 -0.32783 -0.134
C 0.80215 1.52032 3.76101 0.002
H -3.54376 0.72945 -3.65276 0.059
C 6.52313 -0.80144 1.49071 -0.114
H -3.30168 0.69733 3.25666 0.072
C -0.62750 -3.61436 -1.32050 -0.302
O 0.17633 -1.65909 7.44400 0.063
C -3.79004 1.67225 3.30953 -0.056
C 0.21852 0.25905 3.81435 -0.103
C -3.33334 1.90548 0.87184 -0.020
C 1.37719 -2.38595 -2.87214 -0.358
H 2.61296 -0.28844 -5.23389 0.101
O -1.31211 -0.97711 -2.73528 -0.452
H 4.43145 -4.57428 2.37448 0.093
C -4.78532 3.08904 -0.61444 -0.020
H 7.57243 -1.07496 1.49694 0.088
C 1.56402 -3.19353 1.21432 -0.088
H -3.29466 -6.43044 -1.62973 0.095
C 1.91255 4.40150 -0.67263 -0.105
H 0.65457 -5.17192 -0.59012 0.099
C 1.88312 -3.09915 -0.14314 -0.375
C -0.33225 -4.93138 -0.96451 -0.096
C -0.31493 -0.39059 2.53750 -0.652
C -4.16351 2.16728 1.93438 -0.294
O -0.90862 -1.46780 2.64430 -0.002
C 2.10595 -3.61051 -4.82265 -0.096
N 0.61346 -0.52454 7.43823 -0.356
O 1.18434 -0.02164 8.39408 0.037
P 0.63547 -2.26650 -1.19336 1.127
H -0.31606 -1.39156 5.05929 0.125
C -6.89169 4.14914 0.20480 -0.078
H -3.09330 2.36049 3.79652 0.075
C -2.54831 -5.64997 -1.54328 -0.088
H -7.48546 4.24012 1.11627 0.058
C 1.69909 3.01877 -0.79331 -0.363
C 4.53079 -0.20653 0.25312 -0.202
H -1.45548 2.59812 -4.50850 0.076
H 0.61110 -2.81478 1.57291 0.090
H -1.27456 3.89701 -0.05836 0.084
H 2.22854 -4.55328 -5.34291 0.093
H 3.68593 -0.90154 -1.58157 0.088
H -5.99865 3.12691 2.56587 0.088
C -2.99794 4.07645 -2.87817 -0.057
H 3.92762 -0.23996 3.58562 0.098
H -4.02037 4.38422 -2.66447 0.048
C -2.86288 -4.34933 -1.90002 -0.061
C 2.46857 -3.73961 2.10887 -0.078
N -2.64456 2.05397 -1.39819 -0.081
N 2.60847 0.77788 -0.96946 0.014
H -1.15602 1.23995 -3.43554 0.047
C -0.21741 3.87305 -0.28039 -0.218
H 0.44555 5.99015 -0.13679 0.066
C 3.83688 -0.08959 1.45297 -0.018
C 3.86123 0.05763 -1.08343 -0.216
C 1.76287 -1.20070 -3.49298 -0.103
C 5.87663 -0.56494 0.28735 -0.066
C 5.82512 -0.68382 2.68568 -0.116
```

Values from the calculation:
LUMO: 3.471 eV
Frontier orbital gap: 0.1768 hartree
Molecular weight: 907.055 g mol⁻¹
Total charge: -2
HOMO energy: -1.34 eV

Which of the structures shown above is the most stable? The most stable is ii.